Entry 1:
Here is C24H43CeN2OP3S as an isolated structure in a non-equilibrium geometry from the Open Molecules 2025 dataset. Energies are from wB97M-V/def2-TZVPD.

Each line ends with the Löwdin charge.
Cartesian coordinates (Å):
1 Ce -0.54854 -0.17102 -0.46296  1.032
2 P 2.10075 0.28219 1.81370  0.804
3 P -0.64171 2.51243 -0.69567  0.743
4 P 2.31360 -0.75313 -1.10679  0.754
5 H -1.23776 -3.29175 1.20401  0.045
6 C -0.13530 -3.39365 1.20740  -0.053
7 C 0.63551 -2.87793 2.17769  -0.041
8 H 0.22907 -2.26201 2.98777  0.061
9 C 1.76872 0.40379 3.62214  -0.229
10 C 2.67462 2.03081 1.58041  -0.243
11 C 3.77094 -0.48733 2.08240  -0.233
12 C -2.17098 2.00069 -1.60895  -0.208
13 C -1.21024 3.88971 0.32292  -0.197
14 C 0.37012 3.30942 -1.98151  -0.194
15 C 3.24202 -2.29552 -0.74531  -0.196
16 C 3.75407 0.33405 -1.45744  -0.210
17 C 1.82137 -1.14092 -2.83540  -0.244
18 H 0.30411 -3.78933 0.27857  0.066
19 H 1.71837 -3.01723 2.19634  0.063
20 H 1.63097 -0.60604 4.02419  0.057
21 H 0.87623 1.00225 3.82881  0.022
22 H 2.64228 0.87186 4.10012  0.079
23 H 1.83193 2.71733 1.75243  0.030
24 H 3.04830 2.18666 0.55956  0.030
25 H 3.47501 2.25112 2.30666  0.081
26 H 3.61819 -1.54107 2.34805  0.054
27 H 4.25245 0.01852 2.93326  0.080
28 H 4.44136 -0.43503 1.21783  0.029
29 H -2.13905 2.53669 -2.56146  0.099
30 H -3.00477 2.37921 -1.00883  0.094
31 H -2.41132 0.92960 -1.84071  0.015
32 H -1.74407 4.60142 -0.31750  0.095
33 H -0.33897 4.37478 0.78206  0.082
34 H -1.87701 3.52327 1.11431  0.055
35 H -0.26921 3.99957 -2.54692  0.089
36 H 0.79193 2.54890 -2.65749  0.060
37 H 1.18413 3.85827 -1.48645  0.081
38 H 3.55147 -2.74154 -1.70125  0.081
39 H 2.60459 -3.00476 -0.20345  0.043
40 H 4.13935 -2.09004 -0.14785  0.060
41 H 4.24156 -0.02492 -2.37519  0.089
42 H 4.50358 0.33837 -0.65569  0.057
43 H 3.41941 1.36449 -1.62287  0.049
44 H 2.70920 -1.59273 -3.29338  0.083
45 H 1.53386 -0.24819 -3.40629  0.076
46 H 0.98799 -1.84899 -2.91461  0.006
47 C -1.61485 -2.04896 -3.57201  -0.245
48 C -2.79370 -1.66902 -4.22173  -0.007
49 C -3.07697 -2.22344 -5.45669  -0.014
50 C -2.25538 -3.21972 -5.98224  -0.001
51 C -1.12243 -3.64070 -5.27969  -0.004
52 C -0.79663 -3.07387 -4.04124  -0.004
53 O -1.17634 -1.12608 -2.58581  -0.205
54 H -1.85674 -0.39466 -2.60763  0.058
55 H -3.40661 -0.89585 -3.77353  0.123
56 H -3.95641 -1.87855 -6.00593  0.141
57 H -2.49053 -3.66633 -6.94209  0.137
58 H -0.47439 -4.41181 -5.69620  0.138
59 H 0.09700 -3.40725 -3.52297  0.114
60 N -3.08736 -1.69927 1.08636  0.090
61 C -2.78520 -0.71981 2.05765  -0.666
62 N -1.90213 0.24635 1.85689  -0.006
63 C -1.88023 1.10193 3.00961  -0.279
64 C -1.08132 2.22742 3.22743  -0.077
65 C -1.24434 2.98305 4.39693  -0.015
66 C -2.16792 2.57366 5.37829  0.010
67 C -2.91961 1.40499 5.19424  -0.018
68 C -2.76128 0.68148 4.01684  -0.427
69 S -3.56200 -0.82208 3.60478  1.235
70 H -3.79388 -2.30918 1.50472  0.120
71 H -3.48583 -1.25626 0.25559  0.109
72 H -0.32035 2.49771 2.49351  0.075
73 H -0.62688 3.87222 4.56755  0.136
74 H -2.29034 3.18293 6.28460  0.146
75 H -3.62544 1.03880 5.94610  0.142

Properties
Net charge: +4
E_HOMO (spin up / spin down), eV: -18.93 / -19.33


Entry 2:
Here is one molecule with the formula C3H3ClO2 in a non-equilibrium geometry from the Open Molecules 2025 dataset. Energies are from wB97M-V/def2-TZVPD.

Each line ends with the natural charge from an NBO analysis.
Cartesian coordinates (Å):
1 C 0.67280 1.13643 -0.09302  0.246
2 C 0.93477 -0.16811 -0.41282  -0.138
3 C -1.05524 -1.04749 0.37485  0.173
4 O -0.33302 1.60612 0.38224  -0.618
5 O 0.20531 -1.16964 0.13552  -0.339
6 Cl -2.27335 -0.09084 -0.29889  0.134
7 H 1.48593 1.91809 -0.28410  0.123
8 H 1.86192 -0.35847 -0.96028  0.207
9 H -1.49912 -1.82608 1.15651  0.212

Properties
Relative energy (zero: lowest compared OMol25 entry of this formula, charge and spin), eV: 3.801
Net charge: 0
E_HOMO (spin up / spin down), eV: -8.34 / -8.02


Entry 3:
Here is a 2-piece molecular cluster, C10H16O overall in a non-equilibrium geometry from the Open Molecules 2025 dataset. Energies are from wB97M-V/def2-TZVPD.

Each line ends with the natural charge from an NBO analysis.
Cartesian coordinates (Å):
1 C -1.86100 1.50518 0.69364  -0.632
2 C -1.48005 0.65288 -0.48038  -0.043
3 C -1.78825 -0.70305 -0.53400  -0.193
4 C -1.34206 -1.53261 -1.55083  -0.267
5 C -0.60600 -0.95524 -2.58302  0.283
6 O 0.02004 -1.75644 -3.52271  -0.701
7 C -0.44160 0.41871 -2.64390  -0.256
8 C -0.86807 1.22199 -1.60029  -0.192
9 H -2.60995 0.99254 1.30457  0.213
10 H -2.33721 2.46387 0.47766  0.220
11 H -1.02452 1.67874 1.37065  0.222
12 H -2.45639 -1.10962 0.21093  0.209
13 H -1.50551 -2.60726 -1.56071  0.220
14 H -0.63268 -2.23195 -4.04832  0.480
15 H 0.01431 0.80739 -3.53754  0.223
16 H -0.72001 2.29525 -1.64945  0.213
17 C 2.19661 -0.40033 0.62156  -0.612
18 C 2.29656 0.23560 2.00047  -0.406
19 C 1.08138 -0.07868 2.84418  -0.608
20 H 1.17227 -0.39788 0.23586  0.207
21 H 2.43613 -1.44543 0.58362  0.204
22 H 2.74012 0.13978 -0.15630  0.210
23 H 3.24983 -0.01061 2.47324  0.200
24 H 2.34834 1.31484 1.86771  0.195
25 H 0.99532 -1.08338 3.26704  0.204
26 H 0.91255 0.55679 3.72072  0.206
27 H 0.20985 0.02893 2.19560  0.199

Properties
SMILES: Cc1ccc(O)cc1.CCC
Relative energy (zero: lowest compared OMol25 entry of this formula, charge and spin), eV: 1.011
Net charge: 0
E_HOMO, eV: -8.76


Entry 4:
Here is C29H32AsN6RbS2 as an isolated structure from the Open Molecules 2025 dataset. Energies are from wB97M-V/def2-TZVPD.

Each line ends with the Löwdin charge.
Cartesian coordinates (Å):
1 Rb 0.12639 -0.25336 0.56124  0.596
2 N 2.76442 4.07926 0.67341  0.103
3 C 3.79524 3.48035 -0.00564  -0.076
4 C 3.31202 2.26996 -0.40912  -0.137
5 N 2.02103 2.11518 0.01191  0.072
6 C 1.71149 3.21151 0.66521  -0.284
7 C 0.43790 3.45596 1.31133  -0.288
8 N -0.39751 2.51750 1.69619  0.056
9 C -1.45901 3.15780 2.27092  -0.137
10 C -1.27014 4.50822 2.23045  -0.079
11 N -0.05369 4.68958 1.61993  0.104
12 H 2.83011 4.95220 1.16544  0.152
13 H 4.74918 3.95705 -0.14292  0.112
14 H 3.80256 1.49780 -0.98013  0.101
15 H -2.28468 2.59482 2.67296  0.108
16 H -1.86163 5.33797 2.57365  0.111
17 H 0.34068 5.58037 1.37578  0.152
18 S -0.34501 -2.71899 -0.98602  0.354
19 C 0.76003 -3.89403 -1.62113  -0.778
20 C 0.34133 -5.17459 -2.00437  -0.132
21 C 1.24360 -6.08239 -2.53011  -0.105
22 C 2.57923 -5.73588 -2.69184  -0.110
23 C 3.01265 -4.47717 -2.30144  -0.109
24 C 2.12183 -3.55931 -1.75905  -0.440
25 As 2.56560 -1.76001 -1.16827  1.223
26 C 4.49172 -1.83041 -1.60361  -0.403
27 C 4.80871 -1.68201 -2.95526  -0.145
28 C 6.12030 -1.74981 -3.39602  -0.095
29 C 7.14526 -1.94658 -2.48016  -0.101
30 C 6.84862 -2.06477 -1.13126  -0.091
31 C 5.53028 -2.00782 -0.69591  -0.097
32 C 2.75263 -2.06852 0.75451  -0.477
33 C 3.16979 -0.99589 1.54171  -0.193
34 C 3.31068 -1.13004 2.91535  -0.089
35 C 3.03610 -2.34850 3.52159  -0.089
36 C 2.63615 -3.42726 2.74526  -0.070
37 C 2.49627 -3.28801 1.37104  -0.084
38 H -0.70147 -5.43543 -1.87922  0.092
39 H 0.90166 -7.06725 -2.82648  0.096
40 H 3.27924 -6.44367 -3.11733  0.092
41 H 4.05597 -4.21142 -2.42355  0.091
42 H 4.00100 -1.53327 -3.66602  0.100
43 H 6.34564 -1.65016 -4.45053  0.100
44 H 8.17268 -2.00072 -2.81741  0.097
45 H 7.64639 -2.20910 -0.41293  0.100
46 H 5.31388 -2.11715 0.35984  0.093
47 H 3.41637 -0.05372 1.06186  0.077
48 H 3.65038 -0.29084 3.51033  0.103
49 H 3.14548 -2.45828 4.59305  0.101
50 H 2.44063 -4.38415 3.21243  0.106
51 H 2.19100 -4.13709 0.77087  0.107
52 C -3.27527 -0.67893 -3.38091  -0.042
53 N -3.78621 -0.78108 -2.02156  -0.202
54 C -4.05397 -2.14466 -1.59672  -0.088
55 C -3.69469 0.22879 -1.14205  -0.801
56 S -3.74876 0.00692 0.51298  0.651
57 N -3.62129 1.49797 -1.72902  -0.244
58 C -3.11240 2.57484 -0.89684  -0.125
59 C -4.80532 1.90120 -2.48099  -0.063
60 H -2.51211 -1.44824 -3.52084  0.090
61 H -2.83304 0.29839 -3.54452  0.088
62 H -4.07519 -0.84301 -4.10797  0.091
63 H -4.61435 -2.64610 -2.38866  0.091
64 H -4.64005 -2.14220 -0.68319  0.049
65 H -3.12542 -2.69079 -1.42226  0.035
66 H -2.16986 2.27114 -0.44743  0.054
67 H -3.80779 2.85181 -0.09735  0.072
68 H -2.93984 3.44308 -1.53608  0.089
69 H -5.28468 1.03478 -2.92944  0.084
70 H -4.52053 2.59902 -3.27037  0.089
71 H -5.53032 2.39709 -1.82354  0.093

Properties
Relative energy (zero: lowest compared OMol25 entry of this formula, charge and spin), eV: 0.058
Net charge: 0
E_HOMO, eV: -6.20